The molecule C4H11N3, computed with ωB97M-V/def2-TZVPD.

Output
Multiplicity: 1
SMILES: [H]/N=C(/N)NCCC
Lowest unoccupied orbital energy: 0.977 eV
Maximum force: 0.91 eV/A

Last column: Löwdin charge in e.
Element x y z (Å)
1 H -2.75094 1.07963 -0.82436  0.029
2 N -2.31886 0.88594 -1.72078  0.103
3 C -1.28485 0.15104 -1.62605  -0.580
4 N -0.58706 -0.20954 -2.76743  0.111
5 N -0.70953 -0.31026 -0.41776  0.004
6 C 0.67950 0.03282 -0.13194  -0.230
7 C 1.11870 -0.58074 1.19289  -0.244
8 C 0.94399 0.32179 2.42916  -0.110
9 H 0.05010 -0.97889 -2.62705  0.081
10 H -1.20624 -0.32333 -3.55639  0.092
11 H -1.36412 -0.09751 0.32264  0.114
12 H 0.78679 1.12293 -0.08908  0.122
13 H 1.31359 -0.34894 -0.92509  0.103
14 H 0.51623 -1.47814 1.35059  0.103
15 H 2.16068 -0.87961 1.13887  0.099
16 H 0.06460 0.96857 2.33728  0.069
17 H 1.81400 0.94335 2.60692  0.065
18 H 0.77342 -0.29910 3.30758  0.065

---

A cluster of 8 separate species, C35H71F5N2O11P3 in total, computed with ωB97M-V/def2-TZVPD.

Output
Multiplicity: 1
Lowest unoccupied orbital energy: -2.680 eV
Maximum force: 2.23 eV/A
Net charge: +1

Last column: Löwdin charge in e.
Element x y z (Å)
1 C -1.22126 0.18945 2.16547  -0.127
2 C 0.00757 0.58928 1.34756  -0.397
3 P -0.08358 0.03011 -0.42330  1.105
4 C -1.26999 -1.37561 -0.58685  -0.235
5 N 1.63024 -0.54558 -0.80093  -0.145
6 C 2.07812 -1.93024 -0.44012  -0.231
7 P 1.83587 -2.48597 1.30599  0.459
8 O 0.47611 -2.51490 1.75875  -0.213
9 O 2.74620 -1.55672 2.27381  -0.097
10 O 2.52296 -3.92754 1.36917  -0.077
11 C 1.84498 -2.86584 -1.65222  -0.169
12 C 0.89702 -4.05765 -1.59593  -0.418
13 F 0.10046 -4.00532 -2.69652  0.103
14 F 0.07971 -4.09930 -0.55645  0.154
15 C 1.61916 -5.44880 -1.70778  -0.617
16 F 2.75807 -5.47930 -1.04531  0.181
17 F 1.88019 -5.69102 -2.97210  0.186
18 F 0.84170 -6.37079 -1.22503  0.226
19 C 1.63715 -1.80136 -2.77832  -0.296
20 P 2.54869 -2.46519 -4.30127  0.870
21 N 1.46775 -3.27083 -5.32873  -0.149
22 O 2.97517 -1.14037 -5.16685  -0.284
23 C 2.07637 -0.42266 -2.23683  -0.442
24 C 3.60058 -0.16330 -2.39726  -0.016
25 C 1.42904 0.72921 -3.04213  -0.153
26 C 1.92147 2.14964 -2.71689  -0.373
27 C 2.03275 2.51748 -1.22936  -0.085
28 C 0.93256 3.17908 -3.35035  -0.044
29 H -1.06265 -0.67689 2.79442  0.069
30 H -1.42853 1.01873 2.83946  0.073
31 H -2.11236 0.09495 1.55410  0.066
32 H 0.95535 0.34192 1.82306  0.062
33 H -0.00643 1.66307 1.26696  0.021
34 H -2.15793 -0.90521 -0.99749  0.021
35 H -0.95495 -2.09999 -1.32687  0.026
36 H -1.55771 -1.80499 0.36619  0.040
37 H 2.18771 0.01861 -0.15295  0.118
38 H 3.17437 -1.83685 -0.45807  0.124
39 H 3.40125 -1.10513 1.71464  0.082
40 H 3.48030 -3.76037 1.42422  0.100
41 H 2.82698 -3.27969 -1.88021  0.112
42 H 0.58649 -1.71025 -3.06163  0.117
43 H 0.66727 -2.71985 -5.62781  0.056
44 H 1.20119 -4.18305 -4.98173  0.026
45 H 3.48254 -1.43051 -5.93863  0.067
46 H 4.09776 -1.13450 -2.35589  0.063
47 H 3.81415 0.27198 -3.35616  0.071
48 H 4.00530 0.40237 -1.56195  0.093
49 H 1.74597 0.52318 -4.06497  0.114
50 H 0.34696 0.65375 -3.06331  0.094
51 H 2.88370 2.37817 -3.16041  0.127
52 H 2.33195 3.56395 -1.18264  0.091
53 H 2.80558 1.97933 -0.67802  0.060
54 H 1.08633 2.48015 -0.70290  0.042
55 H 0.25142 2.72040 -4.05743  0.076
56 H 1.51254 3.96598 -3.82236  0.080
57 H 0.39161 3.66602 -2.54368  0.066
58 C -6.30162 -1.84085 -2.20923  -0.016
59 C -4.94819 -2.34491 -1.78000  -0.488
60 O -3.92445 -1.84131 -2.19641  0.035
61 C -4.92536 -3.49593 -0.81302  -0.015
62 H -6.17660 -1.01227 -2.90369  0.080
63 H -6.85553 -2.63807 -2.70676  0.088
64 H -6.86099 -1.49349 -1.33919  0.089
65 H -5.42275 -4.36267 -1.25189  0.093
66 H -5.43182 -3.21071 0.11296  0.055
67 H -3.89226 -3.75940 -0.58799  0.078
68 C 3.10604 3.93556 3.24100  -0.017
69 C 1.63979 3.62878 3.35938  -0.476
70 O 1.04166 3.02781 2.48890  0.033
71 C 0.93760 4.10190 4.60572  -0.012
72 H 3.48634 3.54141 2.30042  0.078
73 H 3.25945 5.01424 3.25353  0.064
74 H 3.65072 3.47133 4.06597  0.091
75 H 1.00577 5.18798 4.68145  0.087
76 H 1.39132 3.64391 5.48569  0.089
77 H -0.11196 3.81702 4.56183  0.081
78 C 3.85656 7.95745 -0.19526  -0.019
79 C 3.26031 7.32951 1.03970  -0.487
80 O 3.89632 6.55515 1.72307  0.046
81 C 1.84333 7.70159 1.37962  -0.015
82 H 4.87743 7.60346 -0.32472  0.081
83 H 3.27138 7.68017 -1.07353  0.085
84 H 3.87020 9.04322 -0.09192  0.087
85 H 1.17857 7.40568 0.56356  0.050
86 H 1.76723 8.77705 1.55002  0.093
87 H 1.54058 7.17937 2.28616  0.077
88 C -6.75652 -5.07575 2.85713  -0.011
89 C -7.07702 -3.60836 2.78362  -0.485
90 O -6.75528 -2.93141 1.82929  0.041
91 C -7.81801 -3.01211 3.95341  -0.013
92 H -6.22468 -5.37548 1.95531  0.079
93 H -6.12574 -5.27219 3.72660  0.056
94 H -7.67714 -5.65641 2.93321  0.094
95 H -7.22926 -3.13054 4.86435  0.075
96 H -8.78291 -3.50614 4.07443  0.090
97 H -7.98494 -1.95156 3.77448  0.081
98 C 6.92140 -2.41593 -3.74412  -0.017
99 C 6.73315 -1.27111 -4.70992  -0.489
100 O 5.80667 -0.49746 -4.60232  0.048
101 C 7.74946 -1.13419 -5.81468  -0.016
102 H 6.12390 -2.39961 -3.00337  0.060
103 H 6.88449 -3.36588 -4.27895  0.091
104 H 7.88074 -2.31962 -3.23336  0.090
105 H 7.74855 -2.03048 -6.43708  0.089
106 H 8.74341 -0.98394 -5.39092  0.090
107 H 7.49737 -0.27566 -6.43327  0.084
108 C -2.35010 5.19062 -0.39674  -0.017
109 C -1.74818 6.56332 -0.56913  -0.485
110 O -0.58695 6.77934 -0.30147  0.049
111 C -2.65312 7.65147 -1.08767  -0.016
112 H -1.59089 4.50806 -0.01781  0.073
113 H -3.17503 5.23166 0.31597  0.088
114 H -2.71294 4.81899 -1.35646  0.087
115 H -3.49099 7.79732 -0.40435  0.089
116 H -3.02882 7.38460 -2.07656  0.088
117 H -2.09422 8.58166 -1.16268  0.084
118 C -3.57169 -4.55038 6.66890  -0.019
119 C -5.04340 -4.87591 6.73178  -0.494
120 O -5.60025 -5.46111 5.82965  0.049
121 C -5.79153 -4.44136 7.96719  -0.020
122 H -3.15951 -4.91816 5.73148  0.082
123 H -3.42601 -3.47011 6.71935  0.086
124 H -3.04781 -5.03001 7.49691  0.087
125 H -5.73991 -3.35641 8.07288  0.087
126 H -5.36172 -4.91627 8.85018  0.088
127 H -6.83481 -4.73772 7.88117  0.083

---

A cluster of 2 separate species, C2H4N4 in total, computed with ωB97M-V/def2-TZVPD.

Output
Multiplicity: 1
Lowest unoccupied orbital energy: -0.557 eV
Maximum force: 5.67 eV/A

Last column: Löwdin charge in e.
Element x y z (Å)
1 C 0.44856 -0.55641 -0.32520  -0.572
2 C -1.18898 0.76665 0.53278  -0.237
3 H 0.27550 -2.33957 -0.86031  0.045
4 H -1.61702 -1.59915 0.01065  0.295
5 H -2.19505 1.29918 0.54097  0.124
6 H 1.92404 0.82575 0.58114  0.203
7 N 1.02474 -1.60648 -0.74250  0.080
8 N -0.99697 -0.29579 -0.47019  0.044
9 N -0.07450 1.37274 0.78660  0.022
10 N 0.91173 0.60845 0.20925  -0.005

---

A structure of composition CBrI3S, computed with ωB97M-V/def2-TZVPD.

Output
Multiplicity: 1
Lowest unoccupied orbital energy (alpha / beta): -1.509 / -2.377 eV
Maximum force: 1.22 eV/A

Last column: Löwdin charge in e.
Element x y z (Å)
1 C 1.10142 -0.32509 0.47450  -1.984
2 S -2.09099 -0.20909 -0.59284  -0.134
3 Br -3.21167 1.22317 -1.75333  0.085
4 I 0.29959 1.50008 0.92332  0.726
5 I 2.50196 -0.50257 -1.10841  0.652
6 I 1.39969 -1.68651 2.05675  0.656

---

A cluster of 2 separate species, C4H14N in total, computed with ωB97M-V/def2-TZVPD.

Output
Multiplicity: 1
Lowest unoccupied orbital energy: -3.789 eV
Maximum force: 5.12 eV/A
Net charge: +1

Last column: Löwdin charge in e.
Element x y z (Å)
1 C -0.36156 0.07658 2.56932  -0.206
2 C 1.04471 -0.20927 2.10406  -0.102
3 N -1.13056 0.58090 1.33773  0.183
4 H -0.95187 -0.80896 3.19107  0.185
5 H -0.17344 0.89411 3.47673  0.183
6 H 1.26061 -1.12592 1.69153  0.049
7 H 1.84586 -0.08101 2.90659  0.124
8 H -1.51239 -0.16304 0.72827  0.179
9 H -2.01934 1.10546 1.61693  0.209
10 H -0.49763 1.05192 0.78614  0.097
11 H 1.26474 0.59191 1.36260  0.092
12 C 0.16280 -1.02871 -2.60075  -0.120
13 C 0.03629 0.57824 -2.70362  -0.116
14 H -0.08356 -1.50938 -1.70734  0.009
15 H -0.07443 -1.62950 -3.48451  0.061
16 H 1.22621 -1.30587 -2.86761  0.077
17 H 0.80631 1.10614 -2.34335  0.006
18 H -0.01020 0.91209 -3.74539  0.079
19 H -0.83256 0.96431 -2.31840  0.011